The following is a quantum chemistry calculation of 9 unconnected molecules or ions with the total composition C28H78N12O13, from the OMol25 dataset.

Cartesian coordinates (Å):
C: -6.672 2.462 4.684
O: -7.606 1.513 4.972
C: -8.361 1.091 3.906
C: -7.595 0.537 2.749
N: -6.849 -0.602 3.142
C: -6.300 -1.365 2.011
C: -5.348 -2.394 2.541
O: -4.162 -1.773 3.084
C: -3.518 -2.563 4.111
H: -6.999 3.018 3.805
H: -5.703 2.034 4.428
H: -6.472 3.122 5.529
H: -9.036 1.871 3.553
H: -9.044 0.324 4.270
H: -6.954 1.296 2.300
H: -8.305 0.171 2.008
H: -6.061 -0.243 3.662
H: -5.673 -0.812 1.312
H: -7.199 -1.776 1.552
H: -4.981 -3.069 1.767
H: -5.880 -3.052 3.228
H: -2.696 -2.183 4.718
H: -3.245 -3.565 3.783
H: -4.360 -2.814 4.757
C: 10.735 6.407 1.716
O: 10.460 5.429 0.716
C: 11.548 4.462 0.606
C: 11.214 3.528 -0.592
N: 10.006 2.673 -0.344
C: 9.602 1.948 -1.584
C: 8.225 1.282 -1.395
O: 7.237 2.236 -0.993
C: 5.964 1.684 -0.803
H: 11.182 5.967 2.608
H: 9.823 6.991 1.844
H: 11.443 7.147 1.346
H: 11.766 4.004 1.570
H: 12.373 5.126 0.350
H: 12.089 2.898 -0.751
H: 11.085 4.083 -1.521
H: 9.359 3.412 -0.111
H: 10.373 1.188 -1.712
H: 9.535 2.452 -2.548
H: 8.351 0.344 -0.855
H: 7.856 0.897 -2.346
H: 5.622 1.286 -1.758
H: 5.321 2.418 -0.318
H: 6.138 0.820 -0.161
C: 0.543 1.198 2.559
O: 1.271 0.023 2.877
C: 2.395 0.264 3.778
C: 3.207 -1.014 4.037
N: 3.500 -1.530 2.715
C: 4.117 -2.847 2.763
C: 4.440 -3.456 1.379
O: 3.326 -3.655 0.536
C: 3.496 -3.844 -0.786
H: 0.354 1.749 3.480
H: -0.331 0.940 1.960
H: 1.155 1.758 1.851
H: 2.064 0.627 4.751
H: 3.065 1.020 3.367
H: 2.583 -1.723 4.582
H: 4.123 -0.877 4.611
H: 2.600 -1.533 2.257
H: 3.410 -3.537 3.225
H: 5.043 -2.874 3.338
H: 4.946 -4.408 1.540
H: 5.240 -2.910 0.880
H: 2.664 -4.416 -1.196
H: 4.389 -4.431 -0.997
H: 3.469 -2.871 -1.276
C: -2.966 5.701 1.927
O: -2.737 4.669 0.998
C: -3.698 4.642 -0.020
C: -3.300 3.629 -1.063
N: -2.417 4.196 -2.146
C: -2.323 3.165 -3.219
C: -1.043 3.573 -4.008
O: 0.148 3.531 -3.194
C: 1.341 4.264 -3.562
H: -2.023 5.974 2.401
H: -3.669 5.384 2.697
H: -3.513 6.543 1.502
H: -3.881 5.611 -0.485
H: -4.627 4.265 0.409
H: -4.199 3.349 -1.612
H: -2.871 2.731 -0.620
H: -1.531 4.284 -1.670
H: -3.209 3.250 -3.848
H: -2.184 2.142 -2.872
H: -1.348 4.545 -4.395
H: -0.791 2.939 -4.858
H: 2.168 4.061 -2.882
H: 1.232 5.347 -3.513
H: 1.577 4.127 -4.617
N: -2.042 -1.737 -0.953
C: -0.877 -2.142 -1.294
N: 0.003 -1.936 -0.358
O: -0.629 -2.852 -2.220
H: -2.393 -1.957 -0.031
H: -2.730 -1.726 -1.691
H: 0.974 -2.005 -0.627
H: -0.339 -1.335 0.377
N: -1.427 -6.716 -0.956
C: -1.161 -7.193 0.236
N: -0.622 -6.262 0.978
O: -1.521 -8.226 0.634
H: -1.975 -7.343 -1.527
H: -1.139 -5.822 -1.325
H: -0.358 -6.489 1.927
H: -0.211 -5.469 0.508
N: -6.311 -6.328 -1.501
C: -6.103 -5.345 -2.231
N: -5.247 -5.659 -3.177
O: -6.651 -4.312 -2.183
H: -6.826 -6.227 -0.639
H: -5.934 -7.213 -1.810
H: -4.847 -6.580 -3.281
H: -5.090 -4.878 -3.798
N: -3.501 -1.964 -7.587
C: -2.921 -1.876 -6.421
N: -1.686 -2.290 -6.460
O: -3.485 -1.470 -5.407
H: -4.443 -1.613 -7.692
H: -2.842 -2.055 -8.347
H: -1.260 -2.554 -7.337
H: -1.176 -2.323 -5.589
O: -6.409 -0.213 -2.720
H: -6.623 -1.131 -2.553
H: -5.697 -0.246 -3.360

For the HOMO-LUMO gap, the calculation gives 9.15 eV. Its HOMO energy is -8.791 eV. Its SMILES is COCCNCCOC.COCCNCCOC.COCCNCCOC.COCCNCCOC.NC(N)=O.NC(N)=O.NC(N)=O.NC(N)=O.O.